1.
Computed, not measured: 3 unconnected molecules or ions with the total composition C3H14N2O2 in a non-equilibrium geometry, with ωB97M-V/def2-TZVPD.

Each line ends with the Löwdin charge.
CARTESIAN COORDINATES (ANGSTROEM)
N 0.121 -0.229 -0.290  0.079
C -0.950 0.686 -0.968  -0.383
C -1.632 -0.052 -2.118  -0.050
C -2.100 1.148 -0.097  -0.167
N -1.649 1.983 0.964  0.311
H 0.458 0.292 0.579  0.051
H 0.843 -0.037 -0.931  0.054
H -0.510 1.596 -1.230  0.123
H -2.024 0.577 -2.867  0.065
H -0.800 -0.677 -2.564  0.114
H -2.564 -0.680 -1.884  0.122
H -2.629 0.338 0.356  0.174
H -2.763 1.643 -0.802  0.154
H -1.051 1.529 1.688  0.164
H -2.353 2.458 1.572  0.182
H 4.911 -3.407 1.175  0.004
H 3.801 -4.335 1.282  0.048
O 4.137 -3.627 0.703  -0.051
H 2.524 0.109 1.035  0.025
H 1.680 0.341 2.428  0.038
O 2.548 0.344 1.970  -0.057

## Properties
**Charge**: +1
**Spin multiplicity**: 2
**Orbital gap (spin up / spin down)**: 9.53 / 4.22 eV
**Relative energy (zero: lowest compared OMol25 entry of this formula, charge and spin)**: 50.0 kcal per mole
**<S²>**: 0.75
**Lowest unoccupied orbital energy (spin up / spin down)**: -3.931 / -9.238 eV

=====

2.
Computed, not measured: a molecular structure, H28O14 in a non-equilibrium geometry, with ωB97M-V/def2-TZVPD.

Each line ends with the Löwdin charge.
CARTESIAN COORDINATES (ANGSTROEM)
O 2.089 -0.531 2.112  -0.062
H 2.345 0.405 2.254  -0.088
H 1.528 -0.392 1.381  -0.037
O -1.694 -2.904 0.173  -0.072
H -0.853 -3.011 0.616  -0.005
H -2.328 -2.859 0.939  0.076
O 1.677 -2.991 -0.861  -0.048
H 1.443 -2.103 -1.059  -0.032
H 2.193 -3.132 -0.046  0.057
O -0.350 1.880 -2.299  0.015
H -0.367 2.197 -1.446  -0.028
H -0.006 2.489 -2.887  0.051
O -0.891 3.231 0.081  0.061
H -0.097 3.691 0.241  0.044
H -1.124 2.713 0.710  -0.088
O 1.491 -0.752 -2.700  -0.136
H 1.612 -1.569 -3.389  0.175
H 0.510 -0.788 -2.564  0.024
O -0.072 0.115 0.297  0.007
H -0.587 -0.319 0.978  0.032
H -0.532 -0.266 -0.343  -0.078
O -3.122 1.394 -2.195  -0.093
H -2.109 1.348 -2.146  0.014
H -3.152 0.483 -1.859  0.006
O 2.021 0.816 -1.238  -0.057
H 2.250 0.126 -1.705  -0.120
H 1.285 1.040 -1.924  0.062
O -2.593 0.085 1.941  0.014
H -2.784 -0.744 2.250  -0.012
H -2.832 0.141 1.023  0.038
O -0.184 2.214 2.556  -0.002
H 0.667 1.863 2.180  0.026
H 0.113 2.631 3.297  -0.001
O 0.326 -2.508 2.087  -0.062
H 0.531 -3.069 2.775  0.004
H 0.807 -1.600 2.072  0.040
O 2.384 1.565 1.781  0.083
H 2.238 1.397 0.865  0.067
H 2.080 2.367 2.023  0.034
O -1.069 -1.201 -1.865  -0.072
H -1.677 -1.311 -2.587  0.068
H -1.186 -2.153 -1.513  0.095

## Properties
**Orbital gap**: 10.52 eV
**Relative energy (zero: lowest compared OMol25 entry of this formula, charge and spin)**: 134.1 kcal per mole
**Lowest unoccupied orbital energy**: 0.054 eV

=====

3.
Computed, not measured: 8 unconnected molecules or ions with the total composition C34H49Cl16NO7P2 in a non-equilibrium geometry, with ωB97M-V/def2-TZVPD.

Each line ends with the Löwdin charge.
CARTESIAN COORDINATES (ANGSTROEM)
C 4.674 -1.844 -0.992  -0.087
C 3.905 -0.734 -1.697  -0.387
O 3.145 -1.313 -2.755  -0.041
C 2.997 0.030 -0.683  -0.098
C 1.591 -0.494 -0.702  -0.219
C 1.319 -1.587 0.126  -0.016
C 0.074 -2.197 0.112  0.015
C -0.919 -1.703 -0.715  -0.101
C -0.675 -0.576 -1.516  -0.084
C 0.579 0.055 -1.523  -0.200
P 0.762 1.571 -2.597  0.840
O 2.132 1.242 -3.412  -0.267
O 1.322 2.665 -1.495  -0.321
C -1.844 -0.149 -2.371  -0.323
O -1.733 0.079 -3.542  0.118
C -3.186 -0.183 -1.669  -0.052
C -3.367 -1.333 -0.890  -0.133
C -4.546 -1.535 -0.206  -0.050
C -5.557 -0.601 -0.323  -0.036
C -5.453 0.530 -1.126  -0.184
C -6.706 1.412 -1.216  -0.636
Cl -7.047 1.727 -2.932  0.667
C -7.962 0.761 -0.560  -0.732
C -8.092 1.043 0.933  -0.167
Cl -9.492 1.444 -1.243  0.588
C -4.195 0.793 -1.776  -0.097
P -3.801 2.346 -2.671  0.481
N -4.383 3.658 -2.057  -0.154
O -4.157 2.051 -4.187  -0.151
O -2.218 2.508 -2.685  -0.196
C -2.263 -2.315 -0.753  -0.316
O -2.459 -3.502 -0.671  0.136
H 3.957 -2.505 -0.502  0.081
H 5.413 -1.463 -0.292  0.049
H 5.186 -2.441 -1.750  0.016
H 4.617 -0.047 -2.151  0.139
H 3.197 -2.268 -2.674  0.088
H 3.012 1.088 -0.904  0.082
H 3.442 -0.097 0.301  0.076
H 2.088 -1.976 0.777  0.113
H -0.116 -3.048 0.751  0.124
H 2.009 1.454 -4.343  0.030
H 2.283 2.745 -1.514  0.044
H -4.664 -2.414 0.408  0.125
H -6.451 -0.798 0.250  0.102
H -6.557 2.349 -0.686  0.099
H -8.018 -0.301 -0.766  0.090
H -8.828 0.333 1.317  -0.004
H -7.158 0.906 1.478  0.078
H -8.500 2.034 1.103  0.070
H -4.922 3.507 -1.219  -0.040
H -4.092 2.868 -4.701  0.093
H -2.029 3.304 -2.171  0.081
Cl -3.104 -0.335 2.164  0.657
C -2.715 -0.078 3.884  -0.677
C -3.760 -0.640 4.804  -0.656
Cl -5.286 0.271 4.690  0.534
H -2.585 0.989 4.029  0.022
H -1.760 -0.567 4.070  0.067
H -3.418 -0.567 5.835  0.074
H -3.975 -1.682 4.580  0.070
Cl -0.084 1.695 1.267  0.634
C -0.344 3.198 2.187  -0.635
C 0.480 3.236 3.448  -0.642
Cl -0.078 2.022 4.631  0.567
H -1.407 3.276 2.404  0.069
H -0.059 4.025 1.539  0.076
H 0.392 4.212 3.923  0.073
H 1.528 3.040 3.243  0.068
Cl 8.538 -0.240 0.920  0.530
C 8.163 -0.078 2.657  -0.677
C 6.903 -0.814 3.039  -0.691
Cl 5.438 -0.045 2.360  0.565
H 8.083 0.981 2.890  0.068
H 9.013 -0.489 3.200  0.054
H 6.788 -0.806 4.122  0.078
H 6.925 -1.843 2.701  -0.021
Cl -12.097 0.984 3.445  0.542
C -11.488 -0.196 4.634  -0.666
C -10.010 -0.440 4.479  -0.645
Cl -9.633 -1.298 2.963  0.581
H -12.056 -1.114 4.515  0.067
H -11.687 0.214 5.623  0.072
H -9.649 -1.062 5.295  0.073
H -9.454 0.494 4.482  0.070
Cl 8.683 -1.144 -3.522  0.545
C 9.617 -2.392 -2.660  -0.664
C 8.859 -3.690 -2.554  -0.643
Cl 7.447 -3.532 -1.478  0.592
H 9.869 -2.002 -1.677  0.056
H 10.537 -2.551 -3.221  0.073
H 9.505 -4.460 -2.135  0.071
H 8.503 -4.027 -3.524  0.069
Cl 1.671 4.341 -7.922  0.537
C 1.038 5.557 -6.782  -0.666
C 1.465 5.278 -5.364  -0.637
Cl 0.696 3.808 -4.701  0.601
H -0.045 5.568 -6.873  0.067
H 1.426 6.523 -7.099  0.071
H 1.167 6.105 -4.722  0.074
H 2.542 5.152 -5.295  0.070
Cl 8.749 -3.341 2.759  0.622
C 8.640 -5.109 2.550  -0.629
C 7.209 -5.567 2.436  -0.659
Cl 6.320 -5.369 3.967  0.545
H 9.148 -5.576 3.389  0.070
H 9.177 -5.356 1.636  0.072
H 7.184 -6.625 2.183  0.075
H 6.678 -5.011 1.666  0.060

## Properties
**Orbital gap**: 7.88 eV
**Structure (SMILES)**: C[C@@H](O)Cc1ccc2c(c1P(O)O)C(=O)c1c(ccc([C@@H](Cl)[C@@H](C)Cl)c1P(=N)(O)O)C2=O.ClCCCl.ClCCCl.ClCCCl.ClCCCl.ClCCCl.ClCCCl.ClCCCl
**Lowest unoccupied orbital energy**: -0.163 eV